# 1
{
  "formula": "C23H78N4O16",
  "method": "ωB97M-V/def2-TZVPD",
  "symbols": ["C", "C", "O", "H", "H", "H", "H", "H", "H", "C", "C", "O", "H", "H", "H", "H", "H", "H", "C", "C", "O", "H", "H", "H", "H", "H", "H", "C", "C", "O", "H", "H", "H", "H", "H", "H", "C", "C", "O", "H", "H", "H", "H", "H", "H", "C", "C", "O", "H", "H", "H", "H", "H", "H", "C", "C", "O", "H", "H", "H", "H", "H", "H", "C", "O", "N", "N", "H", "H", "H", "H", "C", "O", "N", "N", "H", "H", "H", "H", "C", "O", "H", "H", "H", "H", "C", "O", "H", "H", "H", "H", "C", "O", "H", "H", "H", "H", "C", "O", "H", "H", "H", "H", "C", "O", "H", "H", "H", "H", "C", "O", "H", "H", "H", "H", "C", "O", "H", "H", "H", "H"],
  "coordinates": [[-2.86, 3.54, 0.17], [-1.99, 4.63, 0.68], [-0.62, 4.21, 0.71], [-3.87, 3.78, 0.38], [-2.72, 2.61, 0.77], [-2.73, 3.36, -0.90], [-2.28, 4.94, 1.66], [-2.06, 5.46, -0.07], [-0.12, 4.96, 0.28], [-0.26, -3.87, 1.24], [-0.16, -5.14, 0.52], [-1.22, -5.28, -0.31], [-0.29, -2.95, 0.67], [0.64, -3.69, 1.87], [-1.19, -3.87, 1.83], [-0.10, -5.92, 1.21], [0.77, -5.11, -0.07], [-1.39, -6.26, -0.25], [5.65, 0.43, -0.53], [4.33, 0.54, 0.17], [3.64, -0.57, -0.31], [6.12, -0.47, -0.18], [6.38, 1.21, -0.12], [5.78, 0.51, -1.58], [3.74, 1.42, -0.19], [4.43, 0.56, 1.24], [3.73, -0.52, -1.26], [-4.91, -3.07, -0.17], [-3.90, -2.77, -1.25], [-2.67, -2.82, -0.67], [-5.88, -2.70, -0.50], [-4.69, -2.65, 0.81], [-4.93, -4.14, 0.03], [-4.14, -1.75, -1.57], [-4.05, -3.37, -2.14], [-2.38, -3.72, -0.58], [2.84, 1.24, 3.85], [2.28, 2.64, 4.08], [1.84, 2.63, 5.38], [2.05, 0.56, 3.60], [3.43, 0.80, 4.67], [3.52, 1.18, 2.94], [1.60, 2.93, 3.32], [3.14, 3.37, 4.08], [1.45, 3.51, 5.59], [-0.86, -0.09, -0.06], [0.43, 0.68, 0.15], [1.27, 0.01, 1.04], [-1.59, 0.42, -0.68], [-1.40, -0.38, 0.83], [-0.79, -1.04, -0.69], [0.21, 1.63, 0.59], [0.96, 0.75, -0.78], [2.11, -0.13, 0.62], [-1.02, -1.58, 3.55], [-2.42, -1.42, 2.97], [-3.41, -1.92, 3.92], [-0.80, -2.65, 3.55], [-1.08, -1.37, 4.62], [-0.22, -0.98, 3.07], [-2.46, -1.88, 2.02], [-2.77, -0.42, 3.12], [-4.13, -1.35, 4.03], [-0.04, 0.29, -5.05], [-0.81, 1.25, -5.70], [0.64, -0.62, -5.67], [-0.04, 0.09, -3.78], [0.75, -0.75, -6.68], [1.26, -1.30, -5.13], [-0.57, 0.89, -3.31], [0.72, -0.34, -3.23], [-1.64, -3.05, -4.00], [-2.08, -4.26, -3.60], [-1.07, -2.81, -5.18], [-1.63, -2.01, -3.24], [-0.82, -3.46, -5.94], [-0.76, -1.89, -5.51], [-1.93, -2.13, -2.18], [-0.97, -1.19, -3.41], [1.69, -2.57, -1.52], [1.13, -2.43, -2.83], [2.74, -2.42, -1.62], [1.58, -3.54, -1.15], [1.29, -1.88, -0.73], [0.21, -2.69, -2.79], [3.49, -1.84, 2.86], [2.07, -1.83, 2.75], [3.79, -1.43, 3.75], [4.03, -1.39, 2.05], [3.91, -2.88, 2.86], [1.75, -1.33, 2.01], [-1.02, 1.75, 3.33], [-1.10, 3.13, 3.28], [-1.89, 1.49, 2.69], [-1.22, 1.19, 4.29], [-0.07, 1.44, 2.88], [-0.91, 3.34, 2.39], [-0.65, 3.15, -2.52], [-1.40, 1.99, -2.78], [-0.19, 3.10, -1.54], [-1.28, 3.96, -2.50], [0.11, 3.23, -3.32], [-2.27, 2.32, -2.99], [-4.35, 0.65, 0.39], [-5.34, 1.49, 0.79], [-4.82, -0.26, 0.03], [-3.69, 0.32, 1.20], [-3.72, 0.95, -0.42], [-5.29, 2.26, 0.17], [2.92, 1.54, -2.93], [2.85, 0.17, -2.93], [3.99, 1.76, -2.80], [2.37, 1.95, -2.13], [2.54, 1.94, -3.84], [3.04, -0.15, -3.81], [2.56, 4.69, 1.40], [2.67, 3.28, 1.13], [1.65, 4.92, 1.96], [2.61, 5.28, 0.52], [3.42, 5.08, 1.93], [1.76, 2.89, 1.10]],
  "mulliken_charge": [-0.201, -1.148, -0.346, 0.441, -0.080, 0.265, 0.427, 0.476, 0.283, -0.275, -0.852, -0.495, -0.160, 0.306, 0.384, 0.576, 0.197, 0.278, -1.738, 0.557, -0.594, 0.384, 0.402, 0.376, -0.232, 0.178, 0.237, -1.515, -0.238, 0.334, 0.439, 0.209, 0.397, 0.381, 0.311, -0.204, -0.329, 0.024, -0.588, 0.096, 0.455, -0.120, 0.019, 0.370, 0.338, 2.158, 2.394, 1.498, -0.111, -0.995, -1.334, -1.201, -1.073, -0.338, -1.264, 1.334, -0.710, 0.478, 0.449, -0.027, -0.878, 0.236, 0.365, 0.468, -0.786, -0.349, 1.085, 0.262, 0.239, -0.307, -0.496, 0.627, -0.718, -0.251, -0.087, 0.256, 0.169, -0.081, 0.494, -0.484, -0.531, 0.315, 0.280, 0.086, 0.168, -0.800, -0.466, 0.403, 0.091, 0.315, 0.244, 0.196, -0.619, 0.007, 0.371, -0.352, 0.081, -0.615, -0.780, -0.091, 0.711, 0.228, 0.323, -0.587, -0.600, 0.378, 0.249, 0.120, 0.384, -0.666, -0.373, 0.220, 0.122, 0.391, 0.224, -0.938, -0.421, 0.267, 0.340, 0.320, -0.038],
  "spin_multiplicity": 1,
  "total_energy_ha": -2345.64425,
  "e_homo_ev": -8.6986,
  "fmax_ev_per_a": 8.845,
  "relative_energy_kcal_mol": 49.5
}

# 2
{
  "formula": "C5H17N2O2",
  "method": "ωB97M-V/def2-TZVPD",
  "symbols": ["N", "C", "C", "N", "C", "C", "C", "O", "H", "H", "H", "H", "H", "H", "H", "H", "H", "H", "H", "H", "H", "H", "H", "H", "H", "O"],
  "coordinates": [[-0.65, -1.06, -1.92], [-1.47, 0.18, -1.92], [-1.03, 0.96, -0.65], [-0.88, 0.01, 0.42], [0.11, 1.34, 2.26], [0.28, 0.16, 1.30], [0.47, -1.13, 2.05], [0.96, -2.07, 1.07], [-1.09, -1.79, -2.48], [-0.62, -1.43, -0.95], [0.28, -0.96, -2.35], [-2.50, -0.06, -1.68], [-1.36, 0.68, -2.87], [-0.12, 1.53, -0.82], [-1.80, 1.73, -0.53], [-1.70, -0.23, 0.94], [-0.63, 1.10, 3.03], [-0.25, 2.23, 1.77], [0.99, 1.40, 2.90], [1.18, 0.43, 0.75], [1.23, -0.98, 2.80], [-0.49, -1.51, 2.43], [1.31, -2.85, 1.50], [3.10, 0.14, -2.04], [2.32, 1.43, -2.83], [2.37, 0.74, -2.16]],
  "mulliken_charge": [-0.158, -0.810, -0.504, -0.276, -1.507, 0.327, -0.690, -0.549, 0.397, 0.256, 0.297, 0.372, 0.380, 0.427, 0.383, 0.206, 0.387, 0.364, 0.413, 0.231, 0.439, 0.282, 0.319, 0.308, 0.307, -0.602],
  "spin_multiplicity": 1,
  "total_energy_ha": -460.44527,
  "e_homo_ev": -12.8272,
  "fmax_ev_per_a": 2.210,
  "charge": 1,
  "relative_energy_kcal_mol": 29.4
}

# 3
{
  "formula": "C12H30AlF3N4O11PS2",
  "method": "ωB97M-V/def2-TZVPD",
  "symbols": ["Al", "N", "S", "O", "O", "F", "S", "O", "O", "F", "F", "O", "P", "N", "C", "C", "N", "C", "C", "N", "C", "C", "H", "H", "H", "H", "H", "H", "H", "H", "H", "H", "H", "H", "H", "H", "H", "H", "H", "H", "C", "O", "C", "O", "O", "C", "H", "H", "H", "H", "H", "H", "C", "O", "C", "O", "O", "C", "H", "H", "H", "H", "H", "H"],
  "coordinates": [[0.76, 0.69, -0.77], [1.37, 1.42, -2.23], [1.00, 2.65, -3.02], [0.49, 2.57, -4.40], [1.81, 3.81, -2.70], [-0.40, 2.88, -2.17], [2.55, 0.89, -3.35], [3.65, 1.74, -3.76], [1.89, 0.06, -4.34], [3.34, -0.12, -2.35], [1.57, -0.07, 0.95], [-0.20, 0.78, 0.42], [-1.48, 0.20, 1.03], [-2.38, 1.29, 1.99], [-3.54, 2.06, 1.46], [-1.82, 2.03, 3.12], [-1.13, -1.12, 2.05], [0.04, -1.98, 1.89], [-2.10, -1.71, 3.06], [-2.66, -0.45, -0.06], [-2.24, -0.81, -1.43], [-3.94, -1.13, 0.23], [-3.27, 3.10, 1.29], [-4.28, 2.39, 2.20], [-4.06, 1.67, 0.58], [-1.25, 2.90, 2.79], [-1.19, 1.31, 3.65], [-2.61, 2.26, 3.83], [0.25, -2.69, 2.69], [-0.34, -2.70, 1.16], [0.96, -1.44, 1.67], [-2.28, -1.00, 3.87], [-3.11, -1.84, 2.67], [-1.78, -2.66, 3.50], [-2.98, -0.34, -2.08], [-1.23, -0.48, -1.66], [-2.34, -1.87, -1.68], [-3.65, -2.07, 0.70], [-4.48, -1.25, -0.70], [-4.63, -0.56, 0.85], [3.44, 3.65, -1.91], [4.02, 2.98, -0.85], [3.42, 1.88, -0.30], [2.30, 1.45, -0.71], [4.19, 1.37, 0.65], [3.78, 0.25, 1.45], [4.02, 4.51, -2.23], [2.48, 4.07, -1.62], [3.38, 2.95, -2.74], [3.60, -0.56, 0.74], [2.90, 0.40, 2.07], [4.59, -0.11, 2.08], [1.89, -2.30, 0.62], [0.84, -2.79, -0.26], [-0.10, -1.88, -0.72], [-0.04, -0.70, -0.60], [-1.12, -2.48, -1.46], [-1.06, -3.86, -1.81], [1.45, -1.54, 1.26], [2.68, -1.84, 0.02], [2.21, -3.21, 1.12], [-1.14, -4.42, -0.88], [-0.20, -4.16, -2.42], [-1.89, -4.10, -2.47]],
  "mulliken_charge": [0.596, 0.009, 0.814, -0.608, -0.487, -0.317, 1.049, -0.568, -0.518, -0.271, -0.841, 0.567, 0.269, 0.217, -1.123, -1.160, 0.385, -0.868, -1.001, 0.754, -1.337, -1.338, 0.369, 0.343, 0.324, 0.278, 0.338, 0.374, 0.686, 0.786, -0.539, 0.288, 0.308, 0.399, 0.562, 0.060, 0.577, 0.331, 0.468, 0.294, -0.515, -0.352, 0.970, -0.255, -0.356, -0.117, 0.331, 0.330, 0.144, -0.069, 0.106, 0.357, -0.691, -0.354, 0.309, -0.346, -0.147, -0.774, 0.294, 0.324, 0.382, 0.352, 0.285, 0.322],
  "spin_multiplicity": 1,
  "total_energy_ha": -3200.57757,
  "e_homo_ev": -11.1938,
  "fmax_ev_per_a": 15.953,
  "charge": 1,
  "relative_energy_kcal_mol": 426.1
}

# 4
{
  "formula": "C7H18Si2",
  "method": "ωB97M-V/def2-TZVPD",
  "symbols": ["C", "C", "Si", "C", "C", "Si", "C", "C", "C", "H", "H", "H", "H", "H", "H", "H", "H", "H", "H", "H", "H", "H", "H", "H", "H", "H", "H"],
  "coordinates": [[2.51, -1.51, 1.53], [1.82, -0.41, 1.43], [0.00, -0.33, 1.09], [-0.89, -1.72, 1.84], [-0.54, 1.05, 2.11], [-0.40, 0.25, -1.17], [0.98, -0.38, -2.32], [-2.07, 0.11, -2.04], [-0.23, 2.08, -1.32], [3.58, -1.48, 1.56], [2.10, -2.51, 1.42], [2.36, 0.55, 1.36], [-0.85, -1.50, 2.91], [-1.95, -1.62, 1.57], [-0.45, -2.75, 1.72], [-1.42, 1.45, 1.67], [0.19, 1.78, 1.99], [-0.47, 0.74, 3.13], [0.55, -0.16, -3.30], [1.27, -1.40, -2.32], [1.83, 0.23, -2.13], [-2.14, -0.74, -2.68], [-2.71, 0.01, -1.20], [-2.46, 1.02, -2.58], [-0.94, 2.54, -0.67], [0.83, 2.43, -1.25], [-0.49, 2.29, -2.34]],
  "mulliken_charge": [-0.659, -0.174, 0.417, -1.048, -1.282, 0.536, -1.188, -1.198, -1.216, 0.278, 0.177, 0.256, 0.304, 0.300, 0.304, 0.297, 0.347, 0.468, 0.284, 0.386, 0.334, 0.349, 0.309, 0.340, 0.360, 0.317, 0.402],
  "spin_multiplicity": 1,
  "total_energy_ha": -856.46550,
  "e_homo_ev": -8.9503,
  "smiles": "C=C[Si](C)(C)[Si](C)(C)C",
  "fmax_ev_per_a": 2.097,
  "relative_energy_kcal_mol": 13.2
}

# 5
{
  "formula": "BrHNO2S",
  "method": "ωB97M-V/def2-TZVPD",
  "symbols": ["N", "O", "O", "S", "Br", "H"],
  "coordinates": [[-0.10, -0.76, -0.92], [-1.50, 0.37, 1.49], [-0.02, 1.93, 0.29], [-0.12, 0.60, 0.91], [1.10, -1.94, -0.19], [0.63, -0.19, -1.58]],
  "mulliken_charge": [-0.609, -0.546, -0.538, 0.625, -0.172, 0.241],
  "spin_multiplicity": 1,
  "total_energy_ha": -3178.03824,
  "e_homo_ev": -3.8582,
  "fmax_ev_per_a": 3.749,
  "charge": -1,
  "relative_energy_kcal_mol": 12.8
}

# 6
{
  "formula": "C8H13N2O2",
  "method": "ωB97M-V/def2-TZVPD",
  "symbols": ["N", "C", "O", "O", "C", "C", "C", "C", "C", "N", "C", "C", "H", "H", "H", "H", "H", "H", "H", "H", "H", "H", "H", "H", "H"],
  "coordinates": [[4.15, 1.29, -0.84], [3.96, 0.01, -0.22], [4.45, -1.18, -0.63], [3.93, 0.19, 1.18], [2.70, -0.09, 0.55], [1.49, -0.15, 0.85], [0.23, 0.01, 0.96], [-0.75, -1.12, 1.34], [-1.72, -1.38, 0.24], [-2.41, -0.02, -0.08], [-1.42, 0.86, -0.60], [-0.36, 1.30, 0.49], [4.85, 1.08, -1.63], [4.57, 1.96, -0.23], [5.32, -1.41, -0.49], [-1.33, -0.68, 2.22], [-0.22, -1.99, 1.66], [-1.40, -1.78, -0.80], [-2.52, -2.00, 0.71], [-3.22, -0.22, -0.68], [-2.91, 0.27, 0.79], [-2.08, 1.76, -0.96], [-0.86, 0.52, -1.44], [0.41, 1.76, -0.14], [-0.68, 1.93, 1.25]],
  "mulliken_charge": [-0.555, 0.538, -0.486, -0.505, 0.271, -0.211, 0.446, -0.884, -0.555, -0.204, -0.664, -0.739, 0.317, 0.240, 0.319, 0.321, 0.453, 0.366, 0.354, 0.364, 0.389, 0.324, 0.383, 0.342, 0.374],
  "spin_multiplicity": 1,
  "total_energy_ha": -572.23270,
  "e_homo_ev": -12.1566,
  "smiles": "N[C@@]1(O)OC1=C=C1CC[NH2+]CC1",
  "fmax_ev_per_a": 5.811,
  "charge": 1,
  "relative_energy_kcal_mol": 115.1
}